Entry from the Open Molecules 2025 dataset: a 13-piece molecular cluster, C33H92O33S10 overall in a non-equilibrium geometry (wB97M-V/def2-TZVPD).

- Gap between HOMO and LUMO: 10.387 eV
- Electronic energy: -211620.050 eV
- E_LUMO: 0.017 eV
- Energy above the lowest of the compared OMol25 structures with the same formula, charge and spin: 166.16 kcal/mol
- Highest occupied orbital energy: -0.381 Ha

Last columns: bonded neighbours and bond lengths (Å).
Geometry (Å):
1 O -6.13 0.71 -0.23  S2 1.462
2 S -5.93 0.76 -1.68  O1 1.462, O3 1.482, O4 1.664, C7 1.922
3 O -5.32 1.89 -2.41  S2 1.482
4 O -5.18 -0.66 -2.14  S2 1.664, C5 1.419
5 C -5.56 -1.86 -1.50  O4 1.419, C6 1.507, H8 1.090, H9 1.090
6 C -6.24 -2.73 -2.52  C5 1.507, H10 1.090, H11 1.090, H12 1.090
7 C -7.69 0.38 -2.33  S2 1.922, H13 1.090, H14 1.090, H15 1.090
8 H -6.25 -1.65 -0.68  C5 1.090
9 H -4.68 -2.30 -1.03  C5 1.090
10 H -5.69 -2.88 -3.45  C6 1.090
11 H -7.24 -2.41 -2.83  C6 1.090
12 H -6.42 -3.70 -2.05  C6 1.090
13 H -7.53 0.21 -3.40  C7 1.090
14 H -8.19 1.35 -2.25  C7 1.090
15 H -8.16 -0.48 -1.86  C7 1.090
16 O 0.57 3.37 7.41  S17 1.481
17 S 1.95 3.50 7.94  O16 1.481, O18 1.477, O19 1.688, C22 1.824
18 O 2.13 3.86 9.36  S17 1.477
19 O 2.85 2.14 7.51  S17 1.688, C20 1.404
20 C 4.17 2.09 7.98  O19 1.404, C21 1.509, H23 1.090, H24 1.090
21 C 4.53 0.62 7.99  C20 1.509, H25 1.090, H26 1.090, H27 1.090
22 C 2.86 4.68 6.88  S17 1.824, H28 1.090, H29 1.090, H30 1.090
23 H 4.22 2.49 8.99  C20 1.090
24 H 4.82 2.68 7.34  C20 1.090
25 H 4.10 0.01 8.79  C21 1.090
26 H 5.60 0.56 8.19  C21 1.090
27 H 4.45 0.13 7.02  C21 1.090
28 H 2.24 5.56 6.75  C22 1.090
29 H 3.08 4.16 5.94  C22 1.090
30 H 3.82 4.83 7.37  C22 1.090
31 O 0.98 -8.11 14.54  S32 1.502
32 S 1.13 -8.67 13.15  O31 1.502, O33 1.448, O34 1.635, C37 1.879
33 O 0.23 -9.64 12.57  S32 1.448
34 O 1.32 -7.41 12.12  S32 1.635, C35 1.395
35 C 1.66 -7.71 10.80  O34 1.395, C36 1.579, H38 1.090, H39 1.090
36 C 1.04 -6.54 9.95  C35 1.579, H40 1.090, H41 1.090, H42 1.090
37 C 2.84 -9.41 12.90  S32 1.879, H43 1.090, H44 1.090, H45 1.090
38 H 1.25 -8.63 10.39  C35 1.090
39 H 2.75 -7.65 10.79  C35 1.090
40 H 0.06 -6.31 10.35  C36 1.090
41 H 0.95 -6.83 8.90  C36 1.090
42 H 1.68 -5.65 9.93  C36 1.090
43 H 2.85 -10.28 13.57  C37 1.090
44 H 3.55 -8.65 13.25  C37 1.090
45 H 2.92 -9.71 11.86  C37 1.090
46 O -2.29 7.59 1.46  S47 1.447
47 S -2.85 8.92 1.63  O46 1.447, O48 1.461, O49 1.706, C52 1.856
48 O -2.16 9.94 2.41  S47 1.461
49 O -3.17 9.55 0.08  S47 1.706, C50 1.439
50 C -3.81 8.69 -0.89  O49 1.439, C51 1.534, H53 1.090, H54 1.090
51 C -4.40 9.64 -1.95  C50 1.534, H55 1.090, H56 1.090, H57 1.090
52 C -4.60 8.75 2.24  S47 1.856, H58 1.090, H59 1.090, H60 1.090
53 H -4.62 8.12 -0.43  C50 1.090
54 H -3.09 8.00 -1.32  C50 1.090
55 H -4.94 10.47 -1.49  C51 1.090
56 H -5.09 9.26 -2.70  C51 1.090
57 H -3.54 10.07 -2.46  C51 1.090
58 H -4.94 7.80 1.83  C52 1.090
59 H -5.18 9.63 2.00  C52 1.090
60 H -4.56 8.58 3.32  C52 1.090
61 O 2.59 1.29 0.46  S62 1.468
62 S 1.44 0.81 -0.32  O61 1.468, O63 1.479, O64 1.657, C67 1.910
63 O 1.56 -0.18 -1.40  S62 1.479
64 O 0.25 0.27 0.70  S62 1.657, C65 1.424
65 C 0.14 0.80 2.02  O64 1.424, C66 1.578, H68 1.090, H69 1.090
66 C -0.60 -0.25 2.94  C65 1.578, H70 1.090, H71 1.090, H72 1.090
67 C 0.47 2.28 -1.06  S62 1.910, H73 1.090, H74 1.090, H75 1.090
68 H -0.45 1.71 1.96  C65 1.090
69 H 1.07 1.07 2.52  C65 1.090
70 H -0.89 0.24 3.87  C66 1.090
71 H -0.03 -1.15 3.17  C66 1.090
72 H -1.54 -0.55 2.48  C66 1.090
73 H 1.06 2.78 -1.83  C67 1.090
74 H 0.32 2.98 -0.24  C67 1.090
75 H -0.42 1.87 -1.53  C67 1.090
76 O 1.82 1.09 -14.31  S77 1.497
77 S 2.80 0.07 -13.83  O76 1.497, O78 1.457, O79 1.690, C82 1.851
78 O 4.08 -0.10 -14.51  S77 1.457
79 O 3.10 0.36 -12.19  S77 1.690, C80 1.452
80 C 2.07 1.06 -11.45  O79 1.452, C81 1.600, H83 1.090, H84 1.090
81 C 2.55 0.91 -9.93  C80 1.600, H85 1.090, H86 1.090, H87 1.090
82 C 1.90 -1.53 -13.55  S77 1.851, H88 1.090, H89 1.090, H90 1.090
83 H 1.04 0.76 -11.61  C80 1.090
84 H 2.28 2.08 -11.76  C80 1.090
85 H 3.51 1.39 -9.76  C81 1.090
86 H 2.52 -0.14 -9.64  C81 1.090
87 H 1.78 1.51 -9.43  C81 1.090
88 H 2.62 -2.33 -13.35  C82 1.090
89 H 1.37 -1.66 -14.49  C82 1.090
90 H 1.26 -1.42 -12.68  C82 1.090
91 O 6.45 8.78 -5.96  S92 1.476
92 S 5.18 8.14 -6.37  O91 1.476, O93 1.462, O94 1.645, C97 1.865
93 O 4.76 6.86 -5.82  S92 1.462
94 O 3.92 9.15 -6.03  S92 1.645, C95 1.400
95 C 4.04 10.54 -6.13  O94 1.400, C96 1.533, H98 1.090, H99 1.090
96 C 2.71 11.29 -6.24  C95 1.533, H100 1.090, H101 1.090, H102 1.090
97 C 5.20 8.24 -8.23  S92 1.865, H103 1.090, H104 1.090, H105 1.090
98 H 4.71 10.80 -6.95  C95 1.090
99 H 4.58 10.88 -5.24  C95 1.090
100 H 1.97 10.95 -5.52  C96 1.090
101 H 2.13 11.09 -7.14  C96 1.090
102 H 2.84 12.37 -6.12  C96 1.090
103 H 5.36 9.24 -8.64  C97 1.090
104 H 4.30 7.75 -8.60  C97 1.090
105 H 6.11 7.66 -8.39  C97 1.090
106 O 9.00 -11.30 -5.11  S107 1.468
107 S 7.70 -10.65 -5.28  O106 1.468, O108 1.463, O109 1.677, C112 1.856
108 O 6.47 -11.34 -4.86  S107 1.463
109 O 7.66 -9.09 -4.68  S107 1.677, C110 1.400
110 C 6.47 -8.36 -4.63  O109 1.400, C111 1.527, H113 1.090, H114 1.090
111 C 6.79 -6.90 -4.30  C110 1.527, H115 1.090, H116 1.090, H117 1.090
112 C 7.54 -10.22 -7.08  S107 1.856, H118 1.090, H119 1.090, H120 1.090
113 H 5.89 -8.80 -3.82  C110 1.090
114 H 5.90 -8.41 -5.55  C110 1.090
115 H 7.38 -6.46 -5.11  C111 1.090
116 H 7.27 -6.83 -3.32  C111 1.090
117 H 5.87 -6.33 -4.21  C111 1.090
118 H 7.25 -11.07 -7.69  C112 1.090
119 H 8.43 -9.75 -7.49  C112 1.090
120 H 6.72 -9.50 -7.18  C112 1.090
121 O 1.54 -7.94 2.51  S122 1.463
122 S 2.92 -8.34 2.25  O121 1.463, O123 1.437, O124 1.673, C127 1.846
123 O 3.26 -9.33 1.26  S122 1.437
124 O 3.87 -7.00 1.92  S122 1.673, C125 1.419
125 C 3.49 -5.75 2.48  O124 1.419, C126 1.504, H128 1.090, H129 1.090
126 C 4.65 -4.82 2.26  C125 1.504, H130 1.090, H131 1.090, H132 1.090
127 C 3.71 -8.84 3.84  S122 1.846, H133 1.090, H134 1.090, H135 1.090
128 H 3.32 -5.92 3.54  C125 1.090
129 H 2.58 -5.46 1.96  C125 1.090
130 H 5.55 -5.20 2.74  C126 1.090
131 H 4.50 -3.79 2.60  C126 1.090
132 H 4.85 -4.73 1.19  C126 1.090
133 H 4.79 -8.86 3.68  C127 1.090
134 H 3.24 -9.81 3.98  C127 1.090
135 H 3.35 -8.17 4.61  C127 1.090
136 O -9.55 2.37 6.08  S137 1.467
137 S -8.69 3.50 6.45  O136 1.467, O138 1.445, O139 1.656, C142 1.899
138 O -8.77 4.74 5.71  S137 1.445
139 O -8.89 3.88 8.06  S137 1.656, C140 1.425
140 C -9.28 2.89 9.00  O139 1.425, C141 1.443, H143 1.090, H144 1.090
141 C -9.51 3.59 10.24  C140 1.443, H145 1.090, H146 1.090, H147 1.090
142 C -6.88 2.96 6.57  S137 1.899, H148 1.090, H149 1.090, H150 1.090
143 H -8.47 2.16 9.09  C140 1.090
144 H -10.17 2.36 8.68  C140 1.090
145 H -9.90 2.89 10.98  C141 1.090
146 H -10.15 4.47 10.33  C141 1.090
147 H -8.55 3.85 10.67  C141 1.090
148 H -6.21 3.72 6.16  C142 1.090
149 H -6.60 2.03 6.08  C142 1.090
150 H -6.68 2.85 7.64  C142 1.090
151 C -2.02 6.24 -7.88  O152 1.346, H153 1.090, H154 1.090, H155 1.090
152 O -1.56 6.21 -9.14  C151 1.346, H156 0.960
153 H -1.26 5.99 -7.15  C151 1.090
154 H -2.37 7.26 -7.70  C151 1.090
155 H -2.86 5.56 -7.75  C151 1.090
156 H -0.88 6.88 -9.26  O152 0.960
157 C -4.88 -7.63 3.49  O158 1.385, H159 1.090, H160 1.090, H161 1.090
158 O -3.86 -8.24 4.20  C157 1.385, H162 0.960
159 H -4.82 -7.98 2.46  C157 1.090
160 H -5.86 -7.92 3.86  C157 1.090
161 H -4.77 -6.55 3.51  C157 1.090
162 H -3.06 -8.20 3.68  O158 0.960
163 C -3.33 -0.03 -7.87  O164 1.373, H165 1.090, H166 1.090, H167 1.090
164 O -3.30 -0.87 -8.96  C163 1.373, H168 0.960
165 H -2.58 -0.26 -7.12  C163 1.090
166 H -3.09 0.94 -8.31  C163 1.090
167 H -4.32 0.03 -7.41  C163 1.090
168 H -3.93 -1.55 -8.70  O164 0.960

Entry from the Open Molecules 2025 dataset: a 12-piece molecular cluster, C33H97N17O12 overall in a non-equilibrium geometry (wB97M-V/def2-TZVPD).

- Gap between HOMO and LUMO: 8.057 eV
- Electronic energy: -85692.788 eV
- E_LUMO: -0.191 eV
- Energy above the lowest of the compared OMol25 structures with the same formula, charge and spin: 134.09 kcal/mol
- Highest occupied orbital energy: -0.303 Ha

Last columns: bonded neighbours and bond lengths (Å).
Geometry (Å):
1 C 1.70 0.33 1.79  C2 1.448, H7 1.090, H8 1.090, H9 1.090
2 C 2.42 0.22 3.04  C1 1.448, C3 1.588, N6 1.458, H10 1.090
3 C 3.47 1.39 3.29  C2 1.588, O4 1.414, H11 1.090, H12 1.090
4 O 4.59 1.32 2.44  C3 1.414, C5 1.427
5 C 5.46 0.19 2.43  O4 1.427, H13 1.090, H14 1.090, H15 1.090
6 N 1.46 0.18 4.13  C2 1.458, H16 1.010, H17 1.010
7 H 0.91 1.08 1.79  C1 1.090
8 H 1.25 -0.67 1.77  C1 1.090
9 H 2.38 0.48 0.95  C1 1.090
10 H 3.03 -0.69 3.08  C2 1.090
11 H 3.83 1.53 4.31  C3 1.090
12 H 3.01 2.38 3.16  C3 1.090
13 H 5.20 -0.75 1.95  C5 1.090
14 H 5.87 -0.02 3.42  C5 1.090
15 H 6.33 0.51 1.86  C5 1.090
16 H 0.82 0.91 3.83  N6 1.010
17 H 0.85 -0.60 3.94  N6 1.010
18 C -2.91 4.36 -0.67  C19 1.457, H24 1.090, H25 1.090, H26 1.090
19 C -3.62 5.19 0.29  C18 1.457, C20 1.617, N23 1.441, H27 1.090
20 C -4.64 4.28 1.15  C19 1.617, O21 1.448, H28 1.090, H29 1.090
21 O -5.70 3.78 0.30  C20 1.448, C22 1.455
22 C -6.73 3.09 1.06  O21 1.455, H30 1.090, H31 1.090, H32 1.090
23 N -2.64 5.88 1.11  C19 1.441, H33 1.010, H34 1.010
24 H -2.16 4.89 -1.25  C18 1.090
25 H -3.56 3.89 -1.40  C18 1.090
26 H -2.33 3.57 -0.18  C18 1.090
27 H -4.26 5.96 -0.15  C19 1.090
28 H -5.19 4.83 1.92  C20 1.090
29 H -4.16 3.48 1.71  C20 1.090
30 H -6.44 2.08 1.36  C22 1.090
31 H -7.54 3.09 0.33  C22 1.090
32 H -7.10 3.58 1.96  C22 1.090
33 H -3.13 6.37 1.84  N23 1.010
34 H -2.27 6.67 0.61  N23 1.010
35 C 1.39 -3.40 2.91  C36 1.533, H41 1.090, H42 1.090, H43 1.090
36 C -0.13 -3.45 3.11  C35 1.533, C37 1.550, N40 1.450, H44 1.090
37 C -0.55 -4.32 4.33  C36 1.550, O38 1.456, H45 1.090, H46 1.090
38 O -0.07 -5.67 4.04  C37 1.456, C39 1.443
39 C -0.80 -6.43 3.05  O38 1.443, H47 1.090, H48 1.090, H49 1.090
40 N -0.54 -2.07 3.27  C36 1.450, H50 1.010, H51 1.010
41 H 1.69 -2.59 2.24  C35 1.090
42 H 1.66 -4.42 2.64  C35 1.090
43 H 1.95 -3.21 3.83  C35 1.090
44 H -0.66 -3.69 2.19  C36 1.090
45 H -1.62 -4.29 4.49  C37 1.090
46 H -0.02 -3.95 5.20  C37 1.090
47 H -1.88 -6.28 3.08  C39 1.090
48 H -0.69 -7.51 3.16  C39 1.090
49 H -0.53 -6.09 2.05  C39 1.090
50 H -1.47 -2.15 3.65  N40 1.010
51 H -0.58 -1.62 2.37  N40 1.010
52 C 0.91 5.89 2.67  C53 1.533, H58 1.090, H59 1.090, H60 1.090
53 C 0.38 4.46 2.80  C52 1.533, C54 1.544, N57 1.436, H61 1.090
54 C -0.57 4.51 4.01  C53 1.544, O55 1.469, H62 1.090, H63 1.090
55 O 0.06 4.76 5.32  C54 1.469, C56 1.447
56 C 1.04 3.80 5.78  O55 1.447, H64 1.090, H65 1.090, H66 1.090
57 N -0.34 4.03 1.63  C53 1.436, H67 1.010, H68 1.010
58 H 0.18 6.69 2.56  C52 1.090
59 H 1.65 5.99 1.88  C52 1.090
60 H 1.33 6.29 3.59  C52 1.090
61 H 1.24 3.81 2.96  C53 1.090
62 H -1.29 3.69 4.03  C54 1.090
63 H -1.28 5.30 3.78  C54 1.090
64 H 1.06 3.86 6.87  C56 1.090
65 H 2.07 3.98 5.45  C56 1.090
66 H 0.72 2.78 5.59  C56 1.090
67 H -1.02 4.78 1.55  N57 1.010
68 H -0.99 3.29 1.86  N57 1.010
69 C -0.52 -6.44 -0.83  C70 1.500, H75 1.090, H76 1.090, H77 1.090
70 C -1.20 -5.54 -1.82  C69 1.500, C71 1.609, N74 1.500, H78 1.090
71 C -1.01 -4.00 -1.37  C70 1.609, O72 1.432, H79 1.090, H80 1.090
72 O -1.28 -3.13 -2.48  C71 1.432, C73 1.465
73 C -2.56 -3.28 -3.17  O72 1.465, H81 1.090, H82 1.090, H83 1.090
74 N -0.62 -5.76 -3.19  C70 1.500, H84 1.010, H85 1.010
75 H -1.06 -6.39 0.11  C69 1.090
76 H 0.51 -6.17 -0.58  C69 1.090
77 H -0.53 -7.47 -1.17  C69 1.090
78 H -2.25 -5.82 -1.82  C70 1.090
79 H 0.05 -3.86 -1.17  C71 1.090
80 H -1.52 -3.82 -0.43  C71 1.090
81 H -2.77 -4.18 -3.76  C73 1.090
82 H -2.64 -2.47 -3.90  C73 1.090
83 H -3.38 -3.25 -2.45  C73 1.090
84 H 0.38 -5.61 -3.24  N74 1.010
85 H -0.89 -4.99 -3.78  N74 1.010
86 C 0.98 -1.28 -4.52  C87 1.577, H92 1.090, H93 1.090, H94 1.090
87 C 1.69 -2.65 -4.87  C86 1.577, C88 1.550, N91 1.461, H95 1.090
88 C 3.17 -2.38 -5.26  C87 1.550, O89 1.472, H96 1.090, H97 1.090
89 O 3.18 -1.34 -6.30  C88 1.472, C90 1.473
90 C 4.51 -1.08 -6.86  O89 1.473, H98 1.090, H99 1.090, H100 1.090
91 N 1.51 -3.56 -3.74  C87 1.461, H101 1.010, H102 1.010
92 H 1.51 -0.59 -3.87  C86 1.090
93 H 0.06 -1.63 -4.06  C86 1.090
94 H 0.81 -0.80 -5.48  C86 1.090
95 H 1.08 -3.11 -5.64  C87 1.090
96 H 3.59 -3.30 -5.68  C88 1.090
97 H 3.75 -2.07 -4.39  C88 1.090
98 H 5.17 -0.81 -6.03  C90 1.090
99 H 4.47 -0.29 -7.61  C90 1.090
100 H 4.86 -2.02 -7.28  C90 1.090
101 H 1.69 -2.96 -2.94  N91 1.010
102 H 0.51 -3.48 -3.65  N91 1.010
103 C 2.97 -3.62 -0.61  C104 1.534, H109 1.090, H110 1.090, H111 1.090
104 C 3.33 -2.15 -0.84  C103 1.534, C105 1.565, N108 1.441, H112 1.090
105 C 4.78 -1.83 -1.35  C104 1.565, O106 1.379, H113 1.090, H114 1.090
106 O 5.64 -2.04 -0.29  C105 1.379, C107 1.501
107 C 7.02 -1.55 -0.65  O106 1.501, H115 1.090, H116 1.090, H117 1.090
108 N 2.30 -1.62 -1.70  C104 1.441, H118 1.010, H119 1.010
109 H 3.71 -4.05 0.06  C103 1.090
110 H 2.93 -4.26 -1.48  C103 1.090
111 H 1.97 -3.82 -0.21  C103 1.090
112 H 3.26 -1.59 0.09  C104 1.090
113 H 4.79 -0.78 -1.63  C105 1.090
114 H 5.05 -2.38 -2.25  C105 1.090
115 H 7.69 -1.63 0.20  C107 1.090
116 H 7.01 -0.51 -0.97  C107 1.090
117 H 7.49 -2.15 -1.43  C107 1.090
118 H 1.39 -1.51 -1.29  N108 1.010
119 H 2.39 -0.61 -1.73  N108 1.010
120 C -1.26 -0.42 -0.37  O121 1.172, N122 1.318, N123 1.266
121 O -1.21 -1.20 0.50  C120 1.172
122 N -1.37 0.86 -0.10  C120 1.318, H124 1.010, H125 1.010
123 N -1.25 -0.66 -1.62  C120 1.266, H126 1.010, H127 1.010
124 H -1.41 1.54 -0.84  N122 1.010
125 H -1.26 1.11 0.87  N122 1.010
126 H -1.29 -1.64 -1.87  N123 1.010
127 H -1.32 0.09 -2.28  N123 1.010
128 C -2.87 0.91 3.00  O129 1.216, N130 1.280, N131 1.303
129 O -1.79 1.46 2.83  C128 1.216
130 N -3.57 0.94 4.07  C128 1.280, H132 1.010, H133 1.010
131 N -3.52 0.29 2.06  C128 1.303, H134 1.010, H135 1.010
132 H -4.39 0.36 4.10  N130 1.010
133 H -3.33 1.47 4.90  N130 1.010
134 H -4.46 -0.04 2.27  N131 1.010
135 H -3.14 0.20 1.13  N131 1.010
136 C -4.86 1.25 -2.26  O137 1.217, N138 1.251, N139 1.325
137 O -3.94 1.36 -3.04  C136 1.217
138 N -6.03 1.62 -2.53  C136 1.251, H140 1.010, H141 1.010
139 N -4.82 0.85 -0.99  C136 1.325, H142 1.010, H143 1.010
140 H -6.86 1.59 -1.97  N138 1.010
141 H -6.01 1.75 -3.53  N138 1.010
142 H -3.95 0.55 -0.57  N139 1.010
143 H -5.70 0.81 -0.50  N139 1.010
144 C 1.92 2.63 -0.79  O145 1.240, N146 1.312, N147 1.274
145 O 2.74 1.91 -1.38  C144 1.240
146 N 0.75 2.98 -1.26  C144 1.312, H148 1.010, H149 1.010
147 N 2.11 3.13 0.36  C144 1.274, H150 1.010, H151 1.010
148 H 0.36 3.72 -0.70  N146 1.010
149 H 0.32 2.59 -2.09  N146 1.010
150 H 3.03 3.01 0.76  N147 1.010
151 H 1.39 3.56 0.92  N147 1.010
152 C -1.08 2.52 -4.04  O153 1.213, N154 1.245, N155 1.314
153 O -1.06 1.64 -3.21  C152 1.213
154 N -2.11 3.05 -4.50  C152 1.245, H156 1.010, H157 1.010
155 N 0.01 3.08 -4.51  C152 1.314, H158 1.010, H159 1.010
156 H -3.02 2.77 -4.16  N154 1.010
157 H -2.08 3.78 -5.20  N154 1.010
158 H -0.06 3.94 -5.05  N155 1.010
159 H 0.89 2.68 -4.21  N155 1.010